[1]
{
  "formula": "C47H56ClHfN3O10S2Sb",
  "method": "ωB97M-V with the def2-TZVPD basis set",
  "species": ["Hf", "C", "O", "C", "C", "O", "C", "C", "O", "C", "H", "H", "H", "H", "H", "H", "H", "H", "H", "H", "H", "H", "H", "H", "C", "C", "S", "O", "O", "C", "C", "N", "C", "N", "C", "C", "N", "O", "O", "C", "H", "H", "H", "H", "H", "H", "H", "H", "H", "H", "H", "H", "H", "Cl", "C", "C", "C", "C", "C", "C", "C", "O", "O", "H", "H", "H", "H", "C", "C", "C", "C", "C", "C", "Sb", "C", "C", "C", "C", "C", "C", "C", "C", "C", "C", "C", "C", "H", "H", "H", "H", "H", "H", "H", "H", "H", "H", "H", "H", "H", "H", "H", "C", "C", "C", "C", "C", "C", "C", "S", "C", "O", "H", "H", "H", "H", "H", "H", "H", "H", "H", "H"],
  "positions_angstrom": [[-1.0687, 0.0331, -0.3294], [-4.3802, 0.2194, -1.3413], [-3.4636, -0.1329, -0.2635], [-4.0914, 0.2424, 0.9776], [-3.2375, -0.3363, 2.0572], [-1.8994, 0.1623, 1.8423], [-1.3234, 0.9494, 2.9219], [-0.6672, 2.1308, 2.2785], [0.1273, 1.6122, 1.2063], [1.0977, 2.6187, 0.8132], [-5.2798, -0.3834, -1.2299], [-4.6200, 1.2799, -1.2633], [-3.9098, 0.0131, -2.2893], [-4.1425, 1.3341, 1.0265], [-5.1027, -0.1662, 1.0118], [-3.5797, -0.0790, 3.0564], [-3.2058, -1.4248, 1.9754], [-2.1092, 1.2459, 3.6134], [-0.6120, 0.3118, 3.4456], [-1.3908, 2.8431, 1.8733], [-0.0294, 2.6464, 2.9997], [1.8964, 2.6496, 1.5510], [1.5074, 2.3716, -0.1568], [0.5978, 3.5866, 0.7649], [7.2229, 3.5355, 0.3983], [6.0484, 3.6507, -0.5542], [4.8175, 2.3911, -0.3577], [3.7120, 2.6802, -1.2511], [4.5023, 2.2177, 1.0441], [5.5860, 0.8678, -0.9209], [4.7179, -0.3824, -0.6872], [3.2958, -0.2185, -1.0632], [2.2742, -0.1563, -0.1904], [1.1125, 0.0754, -0.8379], [1.4233, 0.1517, -2.1794], [2.7520, -0.0424, -2.3186], [3.4712, -0.0508, -3.5712], [4.6453, -0.3647, -3.5440], [2.8026, 0.1715, -4.5534], [2.4568, -0.3342, 1.2715], [7.8466, 4.4203, 0.2834], [7.8454, 2.6688, 0.1784], [6.8870, 3.4815, 1.4319], [6.3391, 3.6276, -1.6066], [5.4848, 4.5741, -0.4005], [6.5027, 0.7433, -0.3420], [5.8461, 0.9896, -1.9685], [4.7259, -0.6624, 0.3615], [5.1160, -1.2132, -1.2637], [0.7011, 0.3335, -2.9556], [2.9381, -1.2925, 1.4686], [1.4943, -0.3254, 1.7730], [3.0742, 0.4726, 1.6667], [-4.9705, -4.0950, -6.4827], [-4.0337, -3.2347, -5.3372], [-3.4797, -2.0046, -5.6937], [-2.7380, -1.3117, -4.7602], [-2.5171, -1.8660, -3.4904], [-3.0713, -3.1008, -3.1473], [-3.8420, -3.7782, -4.0683], [-1.7417, -1.1059, -2.5365], [-1.6656, 0.1731, -2.4901], [-1.0739, -1.6764, -1.5920], [-3.6379, -1.6119, -6.6877], [-2.3061, -0.3541, -5.0184], [-2.9093, -3.5222, -2.1657], [-4.2959, -4.7276, -3.8214], [3.9315, -4.3052, 0.2708], [3.1557, -3.7238, -0.7228], [1.8986, -3.2198, -0.4152], [1.4072, -3.3006, 0.8864], [2.1722, -3.9198, 1.8690], [3.4362, -4.4078, 1.5638], [-0.5765, -2.6526, 1.2314], [-0.7007, -2.4730, 3.3354], [-1.8782, -2.6961, 4.0462], [-1.9372, -2.4596, 5.4134], [-0.8174, -1.9981, 6.0906], [0.3636, -1.7764, 5.3960], [0.4181, -2.0099, 4.0292], [-1.4993, -4.4702, 0.7072], [-1.3859, -4.9035, -0.6118], [-1.8451, -6.1621, -0.9707], [-2.4162, -6.9925, -0.0170], [-2.5149, -6.5697, 1.3000], [-2.0523, -5.3133, 1.6664], [4.9084, -4.7052, 0.0330], [3.5194, -3.6847, -1.7429], [1.3013, -2.7805, -1.2076], [1.7974, -4.0412, 2.8798], [4.0265, -4.8879, 2.3326], [-2.7683, -3.0720, 3.5526], [-2.8539, -2.6531, 5.9545], [-0.8594, -1.8300, 7.1581], [1.2460, -1.4365, 5.9220], [1.3587, -1.8481, 3.5134], [-0.9178, -4.2774, -1.3595], [-1.7418, -6.5015, -1.9935], [-2.7670, -7.9764, -0.2973], [-2.9384, -7.2241, 2.0498], [-2.1067, -5.0262, 2.7097], [-1.6254, 8.4983, 0.9277], [-1.5230, 7.1437, 0.3014], [-2.5017, 6.1751, 0.5600], [-2.4372, 4.9221, -0.0133], [-1.3617, 4.6241, -0.8487], [-0.3677, 5.5563, -1.1148], [-0.4645, 6.8165, -0.5412], [-1.2269, 3.0790, -1.6710], [-2.5293, 3.2024, -2.8877], [-1.7687, 2.0215, -0.6499], [-2.5797, 8.9636, 0.6793], [-0.8263, 9.1541, 0.5908], [-1.5723, 8.4221, 2.0144], [-3.3302, 6.4224, 1.2119], [-3.2081, 4.1866, 0.1816], [0.4723, 5.3106, -1.7533], [0.3001, 7.5534, -0.7487], [-3.4596, 3.4778, -2.3937], [-2.6006, 2.2513, -3.4071], [-2.2260, 3.9956, -3.5721]],
  "energy_ha": -4285.26374,
  "total_charge": 3,
  "multiplicity": 1,
  "orbital_gap_ha": 0.279,
  "e_above_lowest_kcal_mol": 0.00
}

[2]
{
  "formula": "C47H57CdN5O9Te",
  "method": "ωB97M-V with the def2-TZVPD basis set",
  "species": ["Cd", "C", "C", "C", "C", "C", "C", "C", "N", "C", "C", "C", "C", "C", "C", "O", "C", "C", "C", "C", "C", "C", "C", "C", "C", "O", "C", "C", "C", "C", "C", "C", "H", "H", "H", "H", "H", "H", "H", "H", "H", "H", "H", "H", "H", "H", "H", "H", "H", "H", "H", "H", "H", "H", "H", "H", "H", "H", "H", "H", "H", "H", "H", "H", "H", "H", "H", "H", "H", "H", "H", "H", "O", "C", "O", "C", "C", "C", "C", "C", "C", "O", "N", "O", "O", "N", "O", "O", "H", "H", "N", "C", "C", "N", "C", "H", "H", "H", "H", "C", "C", "C", "C", "C", "C", "Te", "C", "C", "C", "H", "H", "H", "H", "H", "H", "H", "H", "H", "H", "H"],
  "positions_angstrom": [[-0.7430, 1.0981, 0.5389], [3.4296, -5.7509, -0.5581], [3.2037, -4.6650, 0.4950], [2.5190, -5.3147, 1.7042], [4.5741, -4.1334, 0.9356], [2.3525, -3.5070, -0.0290], [2.0005, -2.4851, 0.8199], [1.2414, -1.3770, 0.3884], [0.8373, -0.3790, 1.1837], [1.1870, -0.1696, 2.4934], [2.4561, -0.4130, 3.0223], [2.7763, -0.0636, 4.3209], [1.7796, 0.5673, 5.0749], [0.5068, 0.8610, 4.6125], [0.1450, 0.4453, 3.2947], [-1.0270, 0.5740, 2.7977], [-0.4062, 1.6796, 5.5425], [-1.8228, 1.9531, 5.0229], [-0.5481, 0.9496, 6.8867], [0.2421, 3.0539, 5.7719], [4.1750, -0.3611, 4.8628], [4.4000, -1.8797, 4.8808], [4.3749, 0.1644, 6.2842], [5.2391, 0.2845, 3.9663], [0.7344, -1.3285, -0.9808], [-0.0321, -0.3808, -1.3657], [1.1189, -2.4067, -1.8529], [1.9117, -3.4262, -1.3637], [0.6557, -2.4076, -3.3093], [1.1596, -3.6364, -4.0687], [-0.8784, -2.4372, -3.3904], [1.2183, -1.1772, -4.0316], [4.0223, -6.5611, -0.1245], [3.9706, -5.3695, -1.4253], [2.4868, -6.1735, -0.9092], [3.1200, -6.1491, 2.0780], [1.5322, -5.6932, 1.4322], [2.3871, -4.6041, 2.5199], [5.1958, -4.9438, 1.3279], [4.4679, -3.3781, 1.7155], [5.0958, -3.6706, 0.0959], [2.2705, -2.5343, 1.8662], [3.2159, -0.8172, 2.3642], [2.0256, 0.8870, 6.0795], [-2.3853, 1.0355, 4.8586], [-1.8066, 2.5144, 4.0938], [-2.3363, 2.5555, 5.7817], [-0.9859, -0.0401, 6.7396], [-1.2026, 1.5214, 7.5515], [0.4090, 0.8191, 7.3947], [0.2617, 3.6214, 4.8402], [1.2624, 2.9583, 6.1497], [-0.3424, 3.6226, 6.5016], [3.6580, -2.3685, 5.5149], [5.3975, -2.1255, 5.2589], [4.3054, -2.2995, 3.8778], [3.6789, -0.2986, 6.9856], [4.2369, 1.2451, 6.3385], [5.3908, -0.0639, 6.6188], [5.1972, -0.1061, 2.9495], [6.2410, 0.0878, 4.3604], [5.0934, 1.3641, 3.9099], [2.1885, -4.2189, -2.0439], [0.8151, -4.5687, -3.6159], [2.2504, -3.6661, -4.1228], [0.7759, -3.5981, -5.0908], [-1.2512, -3.3774, -2.9720], [-1.2058, -2.3722, -4.4324], [-1.3356, -1.6230, -2.8346], [2.3115, -1.2085, -4.0120], [0.9100, -0.2493, -3.5549], [0.8876, -1.1590, -5.0737], [-1.0063, 4.7869, 2.6209], [-1.0757, 4.0941, 1.6039], [-0.2584, 3.1744, 1.2814], [-2.2112, 4.4052, 0.6269], [-3.0251, 5.4913, 0.9099], [-4.0508, 5.8635, 0.0527], [-4.2778, 5.2015, -1.1517], [-3.4726, 4.1371, -1.4504], [-2.4774, 3.6466, -0.5486], [-1.9362, 2.5237, -0.8317], [-3.6733, 3.4138, -2.6652], [-4.7900, 3.3059, -3.2140], [-2.5564, 3.1596, -3.4097], [-4.9064, 6.9884, 0.3958], [-5.7968, 7.2996, -0.3888], [-4.6344, 7.6468, 1.3896], [-2.8373, 6.0362, 1.8236], [-5.0666, 5.5023, -1.8244], [-4.6061, -0.5994, 1.6139], [-4.1341, -1.7641, 1.0453], [-3.0588, -1.3928, 0.3019], [-2.8728, -0.0358, 0.3994], [-3.8044, 0.4051, 1.2007], [-5.3747, -0.5070, 2.2536], [-4.5972, -2.7166, 1.2221], [-2.4006, -1.9988, -0.2959], [-3.9265, 1.4284, 1.5150], [-2.0469, 0.3525, -9.4181], [-1.9257, 0.5838, -7.9355], [-2.9628, 0.2607, -7.0720], [-2.8711, 0.4809, -5.7004], [-4.0651, 0.1437, -4.8483], [-1.7006, 1.0417, -5.1631], [-1.5897, 1.4011, -3.0457], [-0.6528, 1.3847, -6.0271], [0.6464, 2.0004, -5.5745], [-0.7818, 1.1448, -7.3950], [-2.9369, -0.2321, -9.6520], [-1.1792, -0.1828, -9.8089], [-2.1177, 1.2962, -9.9636], [-3.8724, -0.1749, -7.4736], [-4.7837, -0.4412, -5.4241], [-4.5523, 1.0560, -4.4953], [-3.7807, -0.4188, -3.9585], [0.6272, 2.3059, -4.5305], [0.8771, 2.8764, -6.1843], [1.4643, 1.2867, -5.6972], [0.0413, 1.4131, -8.0516]],
  "energy_ha": -3211.85212,
  "total_charge": -2,
  "multiplicity": 1,
  "orbital_gap_ha": [0.209, 0.203],
  "e_above_lowest_kcal_mol": 31.30
}